{
  "formula": "C66H179HgN15O17",
  "method": "the ωB97M-V functional and the def2-TZVPD basis",
  "spin_multiplicity": 1,
  "homo_lumo_gap_ev": 7.32,
  "homo_energy_ev": -7.1,
  "species": ["Hg", "C", "C", "C", "O", "H", "H", "H", "H", "H", "H", "H", "C", "C", "C", "O", "H", "H", "H", "H", "H", "H", "H", "C", "C", "C", "O", "C", "N", "H", "H", "H", "H", "H", "H", "H", "H", "H", "H", "H", "C", "C", "C", "O", "C", "N", "H", "H", "H", "H", "H", "H", "H", "H", "H", "H", "H", "C", "C", "C", "O", "C", "N", "H", "H", "H", "H", "H", "H", "H", "H", "H", "H", "H", "C", "C", "C", "O", "C", "N", "H", "H", "H", "H", "H", "H", "H", "H", "H", "H", "H", "C", "C", "C", "O", "C", "N", "H", "H", "H", "H", "H", "H", "H", "H", "H", "H", "H", "C", "C", "C", "O", "C", "N", "H", "H", "H", "H", "H", "H", "H", "H", "H", "H", "H", "C", "C", "C", "O", "C", "N", "H", "H", "H", "H", "H", "H", "H", "H", "H", "H", "H", "C", "C", "C", "O", "C", "N", "H", "H", "H", "H", "H", "H", "H", "H", "H", "H", "H", "C", "C", "C", "O", "C", "N", "H", "H", "H", "H", "H", "H", "H", "H", "H", "H", "H", "C", "C", "C", "O", "C", "N", "H", "H", "H", "H", "H", "H", "H", "H", "H", "H", "H", "C", "C", "C", "O", "C", "N", "H", "H", "H", "H", "H", "H", "H", "H", "H", "H", "H", "C", "C", "C", "O", "C", "N", "H", "H", "H", "H", "H", "H", "H", "H", "H", "H", "H", "C", "C", "C", "O", "C", "N", "H", "H", "H", "H", "H", "H", "H", "H", "H", "H", "H", "C", "C", "C", "O", "C", "N", "H", "H", "H", "H", "H", "H", "H", "H", "H", "H", "H", "C", "C", "C", "O", "C", "N", "H", "H", "H", "H", "H", "H", "H", "H", "H", "H", "H"],
  "coordinates": [[22.21433, 11.86962, -18.07006], [25.23007, 14.49010, -19.80315], [23.74104, 14.33490, -20.38255], [23.80036, 14.05673, -21.92160], [22.81201, 13.75678, -19.53730], [25.25802, 14.91196, -18.79848], [25.67518, 15.23512, -20.46264], [25.92833, 13.65799, -19.89324], [23.42372, 15.37179, -20.49327], [24.10315, 13.01485, -22.02610], [24.60696, 14.65126, -22.35059], [22.82419, 14.29462, -22.34421], [21.20473, 8.28860, -15.44506], [22.55247, 8.70540, -16.11245], [22.95975, 7.76309, -17.24937], [22.54943, 10.06038, -16.56329], [21.14895, 7.24218, -15.14507], [20.38150, 8.29444, -16.15944], [21.00224, 8.94242, -14.59675], [23.28070, 8.56771, -15.31317], [23.88531, 8.06044, -17.74234], [22.29823, 7.72158, -18.11469], [22.95464, 6.70133, -17.00292], [15.41528, 13.40152, -17.73469], [14.55125, 12.52440, -16.76378], [15.35742, 11.94591, -15.60431], [16.20648, 10.85338, -15.97351], [17.03036, 10.34658, -14.92847], [13.49793, 13.44649, -16.22297], [16.32176, 12.81677, -17.89115], [15.88268, 14.21837, -17.18478], [14.90875, 13.70369, -18.65132], [14.04071, 11.71800, -17.29024], [14.63973, 11.58799, -14.86613], [15.92817, 12.73989, -15.12271], [17.64902, 9.56257, -15.36516], [16.47706, 9.83698, -14.13963], [17.70878, 11.08227, -14.49650], [12.71211, 13.01283, -15.75981], [13.07654, 13.86987, -17.03740], [29.62499, 11.65386, -16.12763], [28.32299, 11.56139, -15.38940], [28.48453, 11.51219, -13.86252], [29.34986, 10.50602, -13.36198], [29.17487, 10.39662, -11.97088], [27.35020, 12.61951, -15.73918], [29.46558, 11.81796, -17.19335], [30.30470, 10.84776, -15.85139], [29.95111, 12.61451, -15.72901], [27.76946, 10.66715, -15.67582], [27.45540, 11.41517, -13.51671], [28.87938, 12.49041, -13.58821], [28.13938, 10.18047, -11.70792], [29.61268, 11.29653, -11.53894], [29.75042, 9.58625, -11.52351], [27.20871, 12.52549, -16.73479], [26.46419, 12.52852, -15.26296], [25.83834, 8.17732, -14.13465], [26.66658, 6.87862, -13.93437], [28.21168, 6.88615, -14.12340], [28.87545, 5.60935, -14.10564], [30.23627, 5.59945, -14.47401], [26.50522, 6.10605, -12.73271], [26.34638, 9.01736, -13.66101], [24.83717, 8.15298, -13.70435], [25.81442, 8.39083, -15.20327], [26.31700, 6.18445, -14.69860], [28.72914, 7.56358, -13.44411], [28.36643, 7.28773, -15.12484], [30.38324, 6.17128, -15.39026], [30.59139, 4.58131, -14.63326], [30.89270, 5.78987, -13.62493], [27.01708, 5.25018, -12.89270], [26.94545, 6.50062, -11.91381], [25.84906, 10.89445, -18.06359], [25.22377, 10.74879, -19.43291], [25.95607, 9.53323, -20.20999], [25.50333, 8.16893, -19.76969], [26.40897, 7.45337, -18.94165], [23.78714, 10.54440, -19.27702], [26.89427, 11.17980, -18.18279], [25.90397, 9.93371, -17.55166], [25.23250, 11.46273, -17.36716], [25.48390, 11.60920, -20.04946], [27.04395, 9.50521, -20.27171], [25.61019, 9.66725, -21.23493], [25.95682, 6.66759, -18.33650], [26.87421, 8.11235, -18.20857], [27.21594, 7.04305, -19.54873], [23.49064, 10.53460, -20.24247], [23.67937, 9.59795, -18.94126], [22.04910, -0.67228, -19.49123], [23.17709, 0.33245, -19.75160], [24.27430, 0.47287, -18.63029], [23.90920, 1.59041, -17.76472], [24.00249, 1.30103, -16.36727], [23.81586, 0.10431, -21.01683], [21.42433, -0.92945, -20.34659], [21.36315, -0.26189, -18.75018], [22.53556, -1.57372, -19.11861], [22.58733, 1.24896, -19.73451], [25.21933, 0.77040, -19.08473], [24.54798, -0.48137, -18.18012], [24.92899, 0.84038, -16.02451], [23.23123, 0.56907, -16.12746], [23.87892, 2.21137, -15.78067], [24.35690, 0.93539, -21.20835], [23.09717, 0.19006, -21.72128], [25.01311, 1.81216, -12.55954], [24.03885, 2.96178, -12.92601], [23.40928, 3.77065, -11.78237], [22.42000, 4.69527, -12.27661], [21.48321, 5.33809, -11.32453], [24.73968, 3.94152, -13.80507], [25.23747, 1.35159, -13.52164], [24.54708, 1.11563, -11.86257], [25.84314, 2.23154, -11.99096], [23.17540, 2.65848, -13.51807], [24.26117, 4.23036, -11.28132], [22.93979, 3.03305, -11.13151], [21.12490, 4.63855, -10.56930], [20.61536, 5.80555, -11.78974], [22.03590, 6.05524, -10.71764], [24.00443, 4.32403, -14.38229], [25.17660, 4.68427, -13.27824], [16.66088, 7.94086, -9.76692], [15.87525, 6.59892, -9.66513], [15.90601, 5.82987, -10.97899], [17.29708, 5.53517, -11.31402], [17.44053, 4.48006, -12.19503], [16.32260, 5.72821, -8.63852], [17.71180, 7.87185, -10.04780], [16.77936, 8.32949, -8.75547], [16.17319, 8.69052, -10.39003], [14.82700, 6.86333, -9.52592], [15.43954, 6.31006, -11.83918], [15.31707, 4.91324, -10.94689], [18.32402, 4.70149, -12.79379], [16.51229, 4.37469, -12.75662], [17.62493, 3.60837, -11.56714], [17.30716, 5.54820, -8.77396], [15.98672, 4.77976, -8.72641], [18.32209, 10.08454, -19.27230], [19.88121, 9.97069, -19.24519], [20.41759, 9.18100, -20.44355], [21.80751, 9.31114, -20.69646], [22.26035, 8.70030, -21.91002], [20.29942, 11.41916, -19.31766], [18.11620, 10.81031, -18.48556], [17.90204, 9.11093, -19.01982], [17.95172, 10.51616, -20.20215], [20.20104, 9.65443, -18.25231], [19.92265, 9.52943, -21.35003], [20.19405, 8.12409, -20.29840], [22.44824, 7.65328, -21.67222], [23.11538, 9.21802, -22.34475], [21.54596, 8.54878, -22.71921], [19.46788, 11.97793, -19.18952], [20.33795, 11.56205, -20.31677], [23.53863, 10.56276, -12.46175], [24.19064, 11.93997, -12.72091], [25.12636, 12.62114, -11.63413], [24.50576, 12.98457, -10.49079], [24.45778, 11.87879, -9.52377], [24.83170, 11.92705, -14.06244], [22.82797, 10.71553, -11.64951], [24.23614, 9.75619, -12.23588], [22.98302, 10.17279, -13.31458], [23.34039, 12.61748, -12.79935], [25.37153, 13.55176, -12.14594], [26.08493, 12.15516, -11.40589], [23.40558, 11.60205, -9.45759], [24.65816, 12.29468, -8.53635], [24.97803, 10.95695, -9.78388], [24.23389, 11.40020, -14.68304], [25.58680, 11.26456, -13.95744], [19.86548, -2.17084, -16.22774], [19.02707, -0.95268, -15.90779], [19.89605, 0.13278, -15.11737], [19.11491, 1.10166, -14.45357], [19.89118, 2.07537, -13.69421], [18.59434, -0.43144, -17.14241], [20.45178, -2.40488, -15.33916], [20.69458, -2.11356, -16.93301], [19.18092, -2.98201, -16.47569], [18.20703, -1.20057, -15.23385], [20.52039, 0.64524, -15.84927], [20.60428, -0.28240, -14.40033], [19.43724, 3.06150, -13.79203], [20.94719, 2.13737, -13.95706], [19.83355, 1.73994, -12.65871], [18.40347, 0.53160, -16.90531], [19.40577, -0.53460, -17.73490], [18.55813, 3.96024, -16.67753], [19.08927, 4.08143, -18.09237], [20.43842, 3.45622, -18.25543], [21.07764, 3.74124, -19.50877], [21.69869, 5.01664, -19.49857], [18.06727, 3.51499, -18.94991], [17.56947, 4.36313, -16.45765], [19.31022, 4.18252, -15.92054], [18.33424, 2.89921, -16.56711], [19.01590, 5.15171, -18.28529], [20.33325, 2.37213, -18.29807], [21.13193, 3.64327, -17.43558], [22.30503, 5.10978, -20.39956], [22.38194, 5.12833, -18.65667], [21.03114, 5.87210, -19.60185], [18.49058, 3.64738, -19.85731], [17.23754, 4.09031, -18.92415], [15.45574, 7.07608, -16.29401], [14.62984, 6.94374, -17.51319], [15.01240, 5.69850, -18.38764], [16.27750, 5.86040, -18.90560], [16.32879, 6.66331, -20.12022], [13.23060, 6.94389, -17.08849], [16.51838, 7.04618, -16.53481], [15.24024, 6.34334, -15.51634], [15.36853, 8.06267, -15.83889], [14.86058, 7.88467, -18.01269], [14.25386, 5.59743, -19.16385], [14.84397, 4.88267, -17.68467], [17.31722, 6.58453, -20.57288], [16.21564, 7.69399, -19.78404], [15.70035, 6.35605, -20.95612], [13.19868, 6.32981, -16.28725], [13.05048, 7.87037, -16.72891], [25.68335, 3.38078, -20.64855], [26.78084, 3.97626, -19.76395], [27.41259, 2.99104, -18.68563], [28.03250, 3.60472, -17.61832], [27.10729, 3.89112, -16.51471], [27.81848, 4.54811, -20.54228], [25.26078, 4.18157, -21.25540], [25.03202, 2.82131, -19.97709], [26.07310, 2.65504, -21.36235], [26.35831, 4.75025, -19.12326], [28.14913, 2.25819, -19.01506], [26.60689, 2.31034, -18.41068], [26.91000, 2.92220, -16.05604], [26.20274, 4.42114, -16.81301], [27.66710, 4.60137, -15.90623], [27.90627, 5.41635, -20.03379], [27.43744, 4.87816, -21.41748], [19.99083, 12.73222, -9.48601], [19.31723, 12.81469, -10.90627], [20.06176, 13.86001, -11.78547], [19.67710, 15.17011, -11.33608], [20.46325, 16.28079, -11.78587], [19.35695, 11.54413, -11.57331], [20.62959, 11.85786, -9.36118], [19.36854, 12.45034, -8.63666], [20.57417, 13.64170, -9.34228], [18.25583, 13.01769, -10.76370], [19.73425, 13.81609, -12.82418], [21.15159, 13.84129, -11.77802], [20.15977, 17.10004, -11.13410], [20.60518, 16.51482, -12.84094], [21.44157, 16.03811, -11.37101], [18.67949, 10.97999, -11.08048], [19.00612, 11.61497, -12.51776], [23.38198, 15.45223, -15.36877], [22.61012, 14.18436, -15.64743], [21.07968, 14.29388, -15.95411], [20.59763, 13.04562, -16.56940], [19.18876, 12.76797, -16.42909], [23.33289, 13.47106, -16.70043], [22.67980, 16.25749, -15.15289], [23.96094, 15.84695, -16.20370], [24.09695, 15.33709, -14.55411], [22.71053, 13.45717, -14.84170], [20.93159, 15.05099, -16.72414], [20.55107, 14.49879, -15.02315], [18.54597, 13.42543, -17.01448], [18.74780, 12.91900, -15.44378], [19.05161, 11.71348, -16.66857], [23.39329, 14.02127, -17.54525], [24.27725, 13.60604, -16.36869]],
  "mulliken_charge": [4.01, -1.19, 0.26, -1.47, -0.69, 0.17, 0.54, 0.15, 0.33, 0.24, 0.40, 0.35, -1.83, 2.41, -0.83, -0.95, 0.54, 0.18, 0.30, -1.60, -0.52, -0.20, 0.53, -0.81, 0.57, -0.87, 0.04, -0.46, -0.76, -0.24, 0.38, 0.46, 0.25, 0.30, 0.26, 0.22, 0.50, -0.26, 0.23, 0.27, -1.70, 1.27, 0.11, -0.41, -0.75, -0.63, 0.45, 0.27, 0.41, -0.12, -0.33, 0.49, 0.20, 0.38, 0.27, 0.20, 0.23, -0.10, 1.00, -0.64, -0.40, -0.87, -0.55, -0.21, 0.26, -0.13, -0.80, 0.36, 0.37, 0.32, 0.30, 0.33, 0.29, 0.27, 0.47, 0.74, -1.26, -0.24, -0.15, 1.18, 0.67, -1.03, -0.89, -0.16, 0.36, 0.43, 0.02, 0.27, -0.01, -0.06, -0.84, -1.18, 1.43, -1.40, 0.08, -1.06, -0.86, 0.44, -0.10, 0.38, -0.44, 0.55, 0.60, 0.42, 0.48, 0.03, 0.25, 0.35, -1.60, 1.85, -0.97, 0.00, -0.92, 0.21, 0.21, 0.44, 0.36, -1.09, 0.26, 0.54, 0.33, 0.18, 0.36, 0.02, -0.09, -1.41, 0.41, -0.89, -0.23, -0.52, -0.78, 0.24, 0.46, 0.33, 0.28, 0.37, 0.52, -0.08, 0.37, 0.29, 0.29, 0.30, -1.22, 2.17, -1.36, 0.03, -0.80, -0.38, 0.07, 0.07, 0.53, -1.01, 0.58, 0.20, 0.13, 0.21, 0.47, 0.09, 0.22, -1.09, 1.78, -1.01, -0.49, -0.62, 0.66, 0.47, 0.10, -0.02, -0.87, 0.37, 0.65, 0.12, 0.32, 0.27, -0.63, -0.16, -1.35, 0.26, -0.21, -0.44, 0.45, -0.76, 0.41, 0.22, 0.35, 0.34, -0.05, 0.49, -0.46, -0.25, 0.44, 0.35, 0.30, -1.30, 1.79, -0.46, -0.53, -0.46, -0.94, 0.15, 0.23, -0.05, -0.10, -0.02, 0.43, 0.31, 0.29, -0.03, 0.36, 0.28, -1.29, 0.78, -1.08, 0.00, -0.78, -0.73, 0.10, 0.42, 0.38, 0.13, 0.26, 0.36, 0.19, 0.24, 0.38, 0.34, 0.32, -1.35, 2.31, -0.55, -0.42, -0.01, -0.80, 0.44, -0.13, 0.46, -1.36, 0.46, -0.11, 0.36, 0.06, -0.11, 0.43, 0.39, -1.47, 0.57, 0.32, -0.44, -0.77, -0.50, 0.36, 0.37, 0.29, 0.48, -0.10, -0.08, 0.32, 0.23, 0.34, 0.16, -0.03, -1.35, 1.77, -1.37, 0.00, -0.91, -0.56, 0.52, 0.23, 0.29, -0.70, 0.40, 0.25, 0.43, 0.16, -0.06, 0.07, -0.07]
}

=====

{
  "formula": "C3H4N2",
  "method": "the ωB97M-V functional and the def2-TZVPD basis",
  "spin_multiplicity": 1,
  "homo_lumo_gap_ev": [8.59, 7.94],
  "homo_energy_ev": [-9.0, -8.9],
  "e_above_lowest_ev": 3.941,
  "species": ["N", "C", "C", "C", "N", "H", "H", "H", "H"],
  "coordinates": [[1.96323, 0.15788, 1.76241], [1.10488, -0.32206, 1.13688], [0.03873, -0.84392, 0.38869], [-0.79147, 0.82861, -0.53698], [-0.28947, -0.36414, -0.86820], [-0.48047, -1.73335, 0.73526], [-0.13039, 1.69327, -0.49407], [-1.87167, 0.94634, -0.56442], [0.45663, -0.36262, -1.55955]],
  "nbo_charge": [-0.31, 0.19, -0.10, -0.04, -0.67, 0.22, 0.17, 0.19, 0.36]
}

=====

Repeat the second record exactly.
{
  "formula": "C3H4N2",
  "method": "the ωB97M-V functional and the def2-TZVPD basis",
  "spin_multiplicity": 1,
  "homo_lumo_gap_ev": [8.59, 7.94],
  "homo_energy_ev": [-9.0, -8.9],
  "e_above_lowest_ev": 3.941,
  "species": ["N", "C", "C", "C", "N", "H", "H", "H", "H"],
  "coordinates": [[1.96323, 0.15788, 1.76241], [1.10488, -0.32206, 1.13688], [0.03873, -0.84392, 0.38869], [-0.79147, 0.82861, -0.53698], [-0.28947, -0.36414, -0.86820], [-0.48047, -1.73335, 0.73526], [-0.13039, 1.69327, -0.49407], [-1.87167, 0.94634, -0.56442], [0.45663, -0.36262, -1.55955]],
  "nbo_charge": [-0.31, 0.19, -0.10, -0.04, -0.67, 0.22, 0.17, 0.19, 0.36]
}